#1
The ion C4H8NS with charge +1. Source: OMol25; level of theory: ωB97M-V/def2-TZVPD.

The geometry in XYZ format:
```
14
Properties=species:S:1:pos:R:3
C -0.1609 -1.2597 0.9427
N 0.3295 -0.4191 0.0559
C 0.8015 -0.8897 -1.1507
C 0.2089 0.9311 0.0668
C -1.0714 1.6188 0.3520
S 0.0265 1.7110 1.7724
H -0.2584 -2.2714 0.7118
H -0.5396 -0.9866 1.9886
H 0.0409 -1.1653 -1.7862
H 1.3978 -1.8630 -1.0913
H 1.3313 -0.0731 -1.6675
H 0.9993 1.2699 -0.5537
H -1.1713 2.5612 -0.1067
H -1.9342 0.8358 0.4660
```

Computed properties:
Charge: +1
SMILES string: C=[N+](C)[C@H]1CS1
Kohn-Sham gap: 7.95 eV
Lowest unoccupied orbital energy: -5.8 eV

=====

#2
A cluster of 2 separate species, C4H8NS in total. Source: OMol25; level of theory: ωB97M-V/def2-TZVPD.

The geometry in XYZ format:
```
14
Properties=species:S:1:pos:R:3
C 2.7778 -0.6442 0.4116
C 1.9923 0.2590 0.3750
C -0.3174 -0.3582 -1.4535
C 1.1056 1.2755 0.2217
N -2.1452 -0.0731 1.0445
S -0.2809 1.1937 -0.6034
H 3.3630 -1.4299 0.6718
H -1.0840 -0.9755 -1.2119
H 0.5304 -0.6968 -0.8812
H -0.1228 -0.3706 -2.5217
H 1.4314 2.2741 0.7166
H -2.6477 0.5513 0.4188
H -2.2565 -0.0007 2.0277
H -2.3461 -1.0045 0.7841
```

Computed properties:
Charge: +1
Kohn-Sham gap (alpha / beta): 7.70 / 7.71 eV
Lowest unoccupied orbital energy (alpha / beta): -6.2 / -6.2 eV

=====

Which one is most stable, and which one is least stable? #1 is the most stable of them, while #2 is the least stable.

=====

#1
A cluster of 2 separate species, C3H12N2O in total. Source: OMol25; level of theory: ωB97M-V/def2-TZVPD.

The geometry in XYZ format:
```
18
Properties=species:S:1:pos:R:3
N -0.7657 1.4818 -2.3221
C -1.5161 1.4516 -1.1176
C -1.0658 2.2762 0.1200
C -0.1780 1.4545 1.1118
N 1.1142 0.9867 0.3358
H 0.2377 1.1674 -2.2764
H -0.9515 0.7657 -3.0207
H -2.5910 1.7516 -1.4300
H -1.6348 0.3645 -0.8996
H -1.8948 2.6680 0.6582
H -0.4439 3.2153 -0.1679
H -0.0033 2.0873 1.9825
H -0.8085 0.7016 1.4645
H 1.6285 1.8349 0.2101
H 0.7506 0.7447 -0.6138
O 1.9007 -6.4536 1.6666
H 1.7808 -5.9611 2.5289
H 2.8448 -6.0842 1.4511
```

Computed properties:
Charge: 0
SMILES string: NCCCN.O
Kohn-Sham gap: 10.16 eV
Lowest unoccupied orbital energy: 1.0 eV

=====

#2
A cluster of 2 separate species, C3H12N2O in total. Source: OMol25; level of theory: ωB97M-V/def2-TZVPD.

The geometry in XYZ format:
```
18
Properties=species:S:1:pos:R:3
C -0.5651 1.5350 0.2748
C -0.0544 0.2068 -0.2612
N 0.3391 -0.8443 0.6042
C 1.1159 0.4633 -1.2604
N 1.1627 -0.4192 -2.4434
H -1.4442 1.3648 0.7409
H 0.1054 2.1448 0.8928
H -0.7249 2.3356 -0.6100
H -0.7631 -0.2939 -0.9229
H 1.2441 -0.5818 1.1258
H -0.3097 -0.9616 1.3432
H 2.1446 0.4986 -0.7320
H 1.0695 1.4350 -1.6627
H 0.2783 -0.3832 -2.9357
H 1.4238 -1.3686 -2.0640
O -1.8515 -1.4725 2.5526
H -1.7329 -2.2342 2.0258
H -1.4375 -1.4248 3.3321
```

Computed properties:
Charge: 0
SMILES string: C[C@H](N)CN.O
Kohn-Sham gap: 9.74 eV
Lowest unoccupied orbital energy: 0.8 eV

=====

Which one is most stable, and which one is least stable? #2 is the most stable of them, while #1 is the least stable.

=====

#1
A cluster of 3 separate species, C3H12N2O in total. Source: OMol25; level of theory: ωB97M-V/def2-TZVPD.

The geometry in XYZ format:
```
18
Properties=species:S:1:pos:R:3
C -1.6897 2.4620 0.1886
C -1.0291 2.2015 1.3048
H -1.5536 3.3486 -0.4318
H -2.1271 1.6100 -0.3078
H -0.5841 2.9948 1.9004
H -0.9726 1.2440 1.8089
N 1.5418 0.2549 -0.9160
C 1.9900 -1.0762 -1.0780
O 2.1315 -1.8503 0.1423
H 0.5720 0.3781 -0.6679
H 2.1211 0.7998 -0.2933
H 1.2380 -1.6061 -1.6790
H 2.9850 -1.0784 -1.5416
H 1.2064 -1.9399 0.4015
N -1.1514 -1.9191 0.2397
H -1.6651 -2.2748 -0.5596
H -1.6956 -1.0720 0.4179
H -1.3175 -2.4768 1.0709
```

Computed properties:
Charge: 0
SMILES string: C=C.NCO.N
Kohn-Sham gap: 9.85 eV
Lowest unoccupied orbital energy: 0.7 eV

=====

#2
A structure of composition C3H12N2O. Source: OMol25; level of theory: ωB97M-V/def2-TZVPD.

The geometry in XYZ format:
```
18
Properties=species:S:1:pos:R:3
C 0.2587 1.0684 0.4022
C -0.1717 1.5457 -0.9871
N -1.1787 0.6435 -1.5230
O -0.8161 1.1040 1.3093
H -1.0065 2.0178 1.5506
H -1.5725 1.0087 -2.3827
H -1.9279 0.5496 -0.8469
H 0.5423 -0.0184 0.3030
H 1.0981 1.6842 0.7516
H -0.5229 2.5917 -0.9056
H 0.6947 1.5322 -1.6540
C 0.5176 -2.0797 -0.5234
N 0.5240 -2.6440 0.6093
H 1.3756 -1.5208 2.2127
H -0.3778 -2.6627 1.0795
H 1.4346 -2.1288 -1.1033
H -0.3637 -1.7285 -1.0637
H 1.4922 -0.9630 2.7714
```

Computed properties:
Charge: 0
Kohn-Sham gap: 10.24 eV
Lowest unoccupied orbital energy: 0.9 eV

=====

#3
A cluster of 3 separate species, C3H12N2O in total. Source: OMol25; level of theory: ωB97M-V/def2-TZVPD.

The geometry in XYZ format:
```
18
Properties=species:S:1:pos:R:3
C 2.2434 -1.5124 -1.8454
C 2.0357 -1.7847 -0.5385
H 1.6746 -1.9842 -2.6832
H 2.7699 -0.6369 -2.1858
H 0.9904 -2.1351 -0.4045
H 2.7607 -1.7903 0.2762
N -1.6399 0.3575 -1.2572
C -1.0462 -0.4978 -2.2693
O -1.8704 -1.3725 -3.0499
H -1.8297 -0.1616 -0.4025
H -2.5034 0.8190 -1.5222
H -0.4387 -1.1681 -1.6818
H -0.5110 0.1219 -2.9959
H -2.5421 -1.0036 -3.6204
N 0.0490 3.4079 5.9857
H -0.9153 3.6203 6.1915
H 0.1747 2.7107 5.2646
H 0.5980 3.0100 6.7387
```

Computed properties:
Charge: 0
SMILES string: C=C.NCO.N
Kohn-Sham gap: 10.21 eV
Lowest unoccupied orbital energy: 0.9 eV

=====

Which one is most stable, and which one is least stable? #1 is the most stable of them, while #3 is the least stable.

=====

#1
A cluster of 3 separate species, C3H12N2O in total. Source: OMol25; level of theory: ωB97M-V/def2-TZVPD.

The geometry in XYZ format:
```
18
Properties=species:S:1:pos:R:3
C 0.5170 -1.9425 -2.6040
C 0.6284 -1.5535 -3.8634
H -0.4868 -2.0389 -2.1833
H 1.3239 -1.8796 -1.8940
H -0.2689 -1.5117 -4.4691
H 1.5646 -1.3148 -4.3600
N -1.0988 2.6139 1.4278
C 0.2989 2.2506 1.1838
O 1.0378 2.3694 2.3762
H -1.1140 3.6265 1.4915
H -1.6142 2.4307 0.5755
H 0.3806 1.2027 0.8721
H 0.7430 2.8760 0.4047
H 0.4452 2.7164 3.0578
N -0.5612 -2.1654 1.9372
H 0.3224 -2.6602 2.0426
H -1.0369 -2.7014 1.2146
H -1.0809 -2.3181 2.7901
```

Computed properties:
Charge: 0
SMILES string: C=C.NCO.N
Kohn-Sham gap: 10.55 eV
Lowest unoccupied orbital energy: 0.9 eV

=====

#2
A cluster of 3 separate species, C3H12N2O in total. Source: OMol25; level of theory: ωB97M-V/def2-TZVPD.

The geometry in XYZ format:
```
18
Properties=species:S:1:pos:R:3
C -1.1933 0.2894 0.4147
C -1.7421 -0.6447 -0.6284
N -0.3739 -0.2608 1.3354
N -2.0159 1.3074 0.8005
H 0.8349 0.2208 -0.7911
H 0.4393 -0.7376 0.8612
H -0.0739 0.3541 2.0808
H -2.6028 1.7012 0.0827
H -1.6510 1.9839 1.4538
H -2.5298 -1.2487 -0.1691
H -2.1525 -0.0860 -1.4664
H -0.9478 -1.2901 -0.9933
C 2.8191 -0.5024 -0.4436
O 1.4447 -0.7829 -0.4933
H 0.0877 0.9685 -0.7461
H 3.3958 -1.3324 -0.8713
H 3.1857 -0.3463 0.5835
H 3.0759 0.4065 -1.0099
```

Computed properties:
Charge: 0
Kohn-Sham gap: 8.57 eV
Lowest unoccupied orbital energy: 0.8 eV

=====

Which one is most stable, and which one is least stable? #1 is the most stable of them, while #2 is the least stable.

=====

#1
A cluster of 2 separate species, C2H2NO2S in total. Source: OMol25; level of theory: ωB97M-V/def2-TZVPD.

The geometry in XYZ format:
```
8
Properties=species:S:1:pos:R:3
C 0.1901 1.8573 0.3250
C -0.0072 3.0014 0.6118
N 0.4427 -1.8343 -0.6149
O 1.0339 -1.3009 0.3688
O -1.1264 -3.5421 -1.5343
S -0.5888 -3.0279 -0.2287
H 0.4996 0.9102 -0.0031
H -0.4439 3.9364 1.0754
```

Computed properties:
Charge: -1
Kohn-Sham gap: 6.71 eV
Lowest unoccupied orbital energy: 3.6 eV

=====

#2
A structure of composition C2H2NO2S. Source: OMol25; level of theory: ωB97M-V/def2-TZVPD.

The geometry in XYZ format:
```
8
Properties=species:S:1:pos:R:3
C 1.8776 -0.1448 -0.3026
C 0.5370 -0.5367 -0.2890
N 1.6800 -0.9266 0.6669
O -1.7914 -1.2054 0.3891
O -1.7108 1.7991 0.1791
S -1.0833 -0.2697 -0.4997
H 2.6996 0.0458 -0.9087
H -2.2088 1.2383 0.7648
```

Computed properties:
Charge: -1
Kohn-Sham gap: 6.79 eV
Lowest unoccupied orbital energy: 3.9 eV

=====

Which one is most stable, and which one is least stable? #1 is the most stable of them, while #2 is the least stable.

=====

#1
A cluster of 3 separate species, C4H14NO3 in total. Source: OMol25; level of theory: ωB97M-V/def2-TZVPD.

The geometry in XYZ format:
```
22
Properties=species:S:1:pos:R:3
C -0.8219 -1.8094 -1.6605
C 0.1617 -0.9379 -0.9058
C 0.9448 -1.7028 0.1299
C 1.9909 -0.9425 0.9639
O 1.7686 0.2298 1.2145
N -0.5540 0.2009 -0.1670
H -1.5343 -2.2839 -1.0012
H -0.2730 -2.6010 -2.1688
H -1.5171 -1.3422 -2.3858
H 0.7469 -0.3820 -1.6394
H 1.3342 -2.5864 -0.3916
H 0.3456 -2.1090 0.9405
H 2.6736 -1.4467 1.6428
H -1.5271 -0.0115 0.0357
H -0.6724 1.0490 -0.7270
H 0.0152 0.5797 0.6169
H -0.2439 3.9386 -1.5360
H -0.2579 3.4924 0.0267
O -0.4867 3.2850 -0.8810
H 0.0623 1.6052 2.8092
H -1.4423 2.0186 2.8381
O -0.7134 1.7560 2.2460
```

Computed properties:
Charge: +1
Kohn-Sham gap: 11.16 eV
Lowest unoccupied orbital energy: -3.1 eV

=====

#2
A cluster of 4 separate species, C4H14NO3 in total. Source: OMol25; level of theory: ωB97M-V/def2-TZVPD.

The geometry in XYZ format:
```
22
Properties=species:S:1:pos:R:3
C 1.5038 -0.5671 1.9930
C 0.2260 0.0846 1.2990
C -0.2930 -0.4935 0.2047
N -1.3968 0.0513 -0.4214
C -1.7795 0.1310 -1.6336
H 2.1065 0.2028 2.5547
H 1.2875 -1.4282 2.6656
H 2.0724 -1.0166 1.2453
H -0.1978 1.0221 1.7613
H 0.1915 -1.4160 -0.2262
H -2.0141 0.5143 0.3071
H -2.8116 0.5712 -1.9642
H -1.0414 0.0404 -2.4067
H -3.1186 2.5221 2.0140
H -3.5766 1.8690 0.6985
O -2.9080 1.8999 1.3462
H -0.2738 -2.0529 -2.9511
H 1.1326 -1.3557 -3.3041
O 0.3430 -1.3185 -2.7836
H 3.8058 -0.2283 0.4711
H 3.5158 0.7566 -0.7899
O 3.2265 0.2115 -0.0798
```

Computed properties:
Charge: +1
Kohn-Sham gap: 9.00 eV
Lowest unoccupied orbital energy: -4.5 eV

=====

Which one is most stable, and which one is least stable? #1 is the most stable of them, while #2 is the least stable.